The following is a DFT calculation (the ωB97M-V functional and the def2-TZVPD basis) of C2H12N3PbS as an isolated structure in a non-equilibrium geometry.

The geometry in XYZ format:
```
19
Properties=species:S:1:pos:R:3:mulliken_charge:R:1
C 0.23 1.38 -2.68 -0.827
Pb 0.00 0.04 -0.10 0.473
N -0.44 -1.36 1.63 -0.380
H 0.71 -1.27 -0.62 -0.116
H 0.48 -1.34 2.21 0.440
H -0.36 0.62 -2.14 0.120
H 0.57 1.01 -3.66 0.318
H 1.12 1.66 -2.09 0.211
H -0.55 2.17 -3.00 0.296
H -1.18 -0.92 2.25 0.473
H -0.63 -2.17 1.30 0.110
N -0.24 -1.14 4.43 -0.432
C 0.00 0.01 3.65 0.732
N 0.25 1.23 4.26 -0.447
S 0.04 0.17 2.09 -0.802
H -0.22 -1.06 5.47 0.208
H -0.44 -2.09 4.06 0.183
H 0.43 2.09 3.72 0.214
H 0.27 1.29 5.29 0.228
```

Computed properties:
Orbital gap (alpha / beta), eV: 5.64 / 6.02
Total charge: +1
Calculated total energy, eV: -22801.0010
Relative energy (zero: lowest compared OMol25 entry of this formula, charge and spin), kcal/mol: 347.0

The following is a DFT calculation (the ωB97M-V functional and the def2-TZVPD basis) of one molecule with the formula C3H5NO3 in a non-equilibrium geometry.

The geometry in XYZ format:
```
12
Properties=species:S:1:pos:R:3:mulliken_charge:R:1
O -1.77 1.50 -1.60 -0.460
C -1.49 0.52 -0.93 0.097
C -0.86 0.47 0.49 -0.427
N 0.48 -0.09 0.95 -0.211
C 1.58 -0.64 0.26 0.590
O 2.58 -0.99 0.88 -0.560
O 1.25 -0.87 -1.09 -0.435
H -2.03 -0.38 -1.08 0.322
H -1.64 -0.13 1.15 0.234
H -0.90 1.54 0.66 0.250
H 0.79 0.50 1.61 0.261
H 2.01 -1.43 -1.29 0.338
```

Computed properties:
Orbital gap, eV: 10.57
Calculated total energy, eV: -10823.3242
SMILES string: O=CCNC(=O)O
Relative energy (zero: lowest compared OMol25 entry of this formula, charge and spin), kcal/mol: 54.5

The following is a DFT calculation (the ωB97M-V functional and the def2-TZVPD basis) of one molecule with the formula C7H6N2O2S in a non-equilibrium geometry.

The geometry in XYZ format:
```
18
Properties=species:S:1:pos:R:3:mulliken_charge:R:1
C -0.15 -1.20 -1.13 -0.442
C -0.38 1.00 1.17 -0.764
C -3.34 -0.04 -0.96 -0.025
C -1.24 -0.52 -0.75 0.256
C -1.24 0.57 0.22 0.410
C 1.11 0.60 1.24 -0.389
C 1.66 0.27 -0.10 -0.928
N -2.42 -0.79 -1.32 -0.543
N 2.74 -0.67 -0.05 0.965
O 3.28 -0.93 1.03 -0.598
O 3.08 -1.14 -1.09 -0.610
S -2.94 1.22 0.22 -0.168
H 0.55 -1.87 -1.46 0.484
H -0.65 1.68 1.84 0.544
H -4.30 0.00 -1.37 0.469
H 1.65 1.32 1.82 0.445
H 1.06 -0.30 1.73 0.340
H 1.53 0.80 -1.04 0.554
```

Computed properties:
Orbital gap (alpha / beta), eV: 7.34 / 7.34
Calculated total energy, eV: -25258.1598
Relative energy (zero: lowest compared OMol25 entry of this formula, charge and spin), kcal/mol: 181.8

The following is a DFT calculation (the ωB97M-V functional and the def2-TZVPD basis) of C36H42N7O2PSbSe2V as an isolated structure in a non-equilibrium geometry.

The geometry in XYZ format:
```
92
Properties=species:S:1:pos:R:3:mulliken_charge:R:1
V 0.11 -1.25 0.25 0.050
C -2.23 0.70 2.38 -1.385
C -1.28 -0.29 2.99 0.957
C -1.27 -0.36 4.38 -0.863
C -0.51 -1.30 5.04 -0.869
C 0.24 -2.17 4.27 -0.993
C 0.23 -2.04 2.89 -0.135
N -0.51 -1.12 2.25 1.208
Sb 1.67 -3.47 2.05 1.223
C 2.68 -2.27 0.53 -0.167
C 4.05 -2.45 0.59 -0.987
C 4.85 -1.71 -0.27 -0.789
C 4.24 -0.89 -1.19 -0.919
C 2.86 -0.78 -1.24 0.748
C 2.27 0.06 -2.33 -0.945
N 2.08 -1.44 -0.34 1.364
C 0.41 -4.56 0.69 0.193
C 0.57 -5.94 0.75 -0.867
C -0.13 -6.72 -0.15 -0.650
C -0.94 -6.10 -1.07 -0.866
C -1.06 -4.71 -1.08 0.975
C -1.90 -4.08 -2.14 -0.976
N -0.40 -3.94 -0.18 0.246
H -2.20 1.63 2.95 0.316
H -3.26 0.32 2.46 0.524
H -2.00 0.92 1.35 -0.271
H -1.88 0.34 4.94 0.579
H -0.50 -1.36 6.12 0.443
H 0.86 -2.93 4.74 0.517
H 4.48 -3.12 1.31 0.490
H 5.93 -1.78 -0.22 0.454
H 4.82 -0.32 -1.90 0.555
H 2.91 -0.03 -3.22 0.689
H 2.26 1.11 -2.03 0.146
H 1.27 -0.25 -2.58 -0.302
H 1.24 -6.38 1.47 0.473
H -0.03 -7.80 -0.14 0.431
H -1.48 -6.68 -1.80 0.436
H -2.40 -4.85 -2.73 0.493
H -1.29 -3.48 -2.82 0.220
H -2.68 -3.44 -1.72 0.071
N -2.17 -1.34 0.06 -0.536
C -2.48 -0.56 -1.15 0.873
C -3.91 -0.63 -1.65 -1.189
C -4.13 0.18 -2.93 -0.442
C -3.66 1.63 -2.81 -1.211
N -2.21 1.79 -2.82 0.140
C -1.42 1.54 -3.86 0.565
N -0.09 1.60 -3.70 -0.135
N -1.92 1.32 -5.07 -0.272
C -1.39 -0.98 -2.15 0.785
O -1.52 -0.92 -3.36 -0.610
O -0.32 -1.36 -1.53 -0.312
H -2.29 -2.33 -0.12 0.180
H -2.79 -1.09 0.82 0.380
H -2.25 0.48 -0.89 -0.809
H -4.56 -0.23 -0.87 0.387
H -4.20 -1.66 -1.83 0.287
H -5.20 0.19 -3.16 0.466
H -3.61 -0.32 -3.75 0.344
H -4.01 2.06 -1.87 0.462
H -4.11 2.23 -3.61 0.457
H -1.75 1.91 -1.94 -0.064
H 0.30 1.62 -2.77 -0.191
H 0.52 1.28 -4.43 0.253
H -2.92 1.24 -5.21 0.210
H -1.33 1.08 -5.84 0.234
Se 0.19 1.21 0.02 -0.088
P 1.62 1.91 1.63 0.230
Se 2.60 0.39 2.72 -0.353
C 2.78 2.93 0.65 1.006
C 4.14 2.65 0.71 -0.515
C 5.02 3.34 -0.10 -0.774
C 4.55 4.31 -0.98 -0.503
C 3.20 4.60 -1.03 -0.907
C 2.31 3.91 -0.22 -0.106
C 0.55 2.94 2.69 0.935
C 0.55 2.72 4.06 -0.561
C -0.33 3.43 4.87 -0.717
C -1.18 4.37 4.32 -0.528
C -1.17 4.61 2.95 -0.824
C -0.31 3.89 2.14 -0.223
H 4.51 1.90 1.40 0.443
H 6.08 3.13 -0.06 0.450
H 5.24 4.85 -1.61 0.437
H 2.83 5.38 -1.69 0.445
H 1.25 4.13 -0.28 0.179
H 1.22 2.00 4.49 0.451
H -0.33 3.26 5.94 0.468
H -1.86 4.93 4.96 0.424
H -1.83 5.35 2.52 0.438
H -0.34 4.05 1.07 0.117
```

Computed properties:
Orbital gap (alpha / beta), eV: 7.22 / 7.59
Total charge: +2
Calculated total energy, eV: -224738.0987
Spin multiplicity: 3
Relative energy (zero: lowest compared OMol25 entry of this formula, charge and spin), kcal/mol: 20.0

The following is a DFT calculation (the ωB97M-V functional and the def2-TZVPD basis) of a 2-piece molecular cluster, C5H14NS overall.

The geometry in XYZ format:
```
21
Properties=species:S:1:pos:R:3:mulliken_charge:R:1
C -1.40 1.47 -1.86 0.073
C -1.32 2.74 -1.49 -0.725
N -1.68 0.42 -0.87 -0.159
H -1.24 1.08 -2.85 0.365
H -1.11 3.50 -2.23 0.278
H -1.49 3.04 -0.47 0.224
H -0.79 -0.10 -0.54 -0.040
H -2.14 0.81 -0.04 0.380
H -2.31 -0.28 -1.26 0.387
C -0.24 -1.86 2.38 -1.154
C 0.76 -0.86 1.83 -0.304
S 0.90 -1.07 0.03 -0.161
C 1.95 0.36 -0.37 -0.822
H -0.12 -1.96 3.46 0.351
H -0.12 -2.85 1.94 0.328
H -1.27 -1.55 2.19 0.289
H 1.75 -1.01 2.25 0.381
H 0.47 0.17 2.04 0.335
H 1.69 1.20 0.25 0.293
H 3.00 0.11 -0.23 0.330
H 1.80 0.61 -1.42 0.351
```

Computed properties:
Orbital gap, eV: 9.78
Total charge: +1
Calculated total energy, eV: -17730.3048
Relative energy (zero: lowest compared OMol25 entry of this formula, charge and spin), kcal/mol: 22.5

The following is a DFT calculation (the ωB97M-V functional and the def2-TZVPD basis) of one molecule with the formula C9H16F9N3OSi2 in a non-equilibrium geometry.

The geometry in XYZ format:
```
40
Properties=species:S:1:pos:R:3:mulliken_charge:R:1
N 4.27 -3.83 -0.12 -0.632
C 3.67 -2.70 0.15 0.401
N 2.91 -2.63 1.42 -0.611
N 3.81 -1.58 -0.80 -0.307
C 4.61 -0.45 -0.25 -0.678
C 3.71 0.65 0.54 -0.341
C 3.04 1.71 -0.45 -0.578
C 1.52 1.30 -0.88 -0.438
Si 0.25 2.57 -0.23 0.247
O -1.41 2.20 -0.71 -0.155
Si -2.19 1.72 0.75 0.405
C -4.10 1.38 0.50 0.621
F -4.67 2.63 0.09 -0.270
F -4.57 0.92 1.75 -0.262
C -4.28 0.34 -0.70 0.583
F -4.73 1.08 -1.83 -0.297
F -3.05 -0.25 -1.06 -0.290
C -5.38 -0.80 -0.47 0.427
F -6.55 -0.35 0.15 -0.259
F -5.78 -1.23 -1.77 -0.285
C -4.78 -2.14 0.22 0.635
F -4.11 -2.90 -0.76 -0.224
F -5.89 -2.91 0.60 -0.232
F -3.96 -1.85 1.31 -0.205
H 4.76 -3.71 -1.03 0.295
H 3.49 -2.22 2.17 0.304
H 2.13 -1.97 1.31 0.299
H 2.88 -1.26 -1.11 0.228
H 5.44 -0.82 0.43 0.288
H 5.13 0.08 -1.13 0.341
H 4.47 1.24 1.17 0.314
H 2.99 0.13 1.24 0.120
H 3.10 2.74 0.02 0.404
H 3.70 1.75 -1.39 0.227
H 1.34 0.23 -0.50 0.126
H 1.50 1.35 -2.02 0.326
H 0.38 2.58 1.24 -0.127
H 0.57 3.91 -0.70 -0.147
H -2.10 2.83 1.69 -0.154
H -1.65 0.46 1.26 -0.104
```

Computed properties:
Orbital gap, eV: 9.77
Calculated total energy, eV: -56321.8810

The following is a DFT calculation (the ωB97M-V functional and the def2-TZVPD basis) of a 2-piece molecular cluster, H5N4O4P2 overall in a non-equilibrium geometry.

The geometry in XYZ format:
```
15
Properties=species:S:1:pos:R:3:mulliken_charge:R:1
N 0.47 0.41 0.40 -0.323
N -0.01 1.68 0.69 0.013
N -0.93 -0.88 0.11 -0.073
N -2.07 -0.26 -0.04 -0.723
O -0.54 1.33 3.28 -0.596
O -1.64 3.34 1.88 -0.625
O 1.15 -1.22 -1.36 -0.481
O 2.83 0.35 -0.34 -0.494
P 1.37 0.33 -1.11 0.086
P -1.01 1.98 2.00 0.662
H -1.04 -1.34 1.02 0.222
H 0.25 -1.38 -0.98 0.504
H -1.98 0.15 -0.98 0.188
H -0.09 2.21 -0.23 0.293
H 2.71 0.23 0.63 0.347
```

Computed properties:
Orbital gap (alpha / beta), eV: 6.94 / 6.94
Total charge: -1
Calculated total energy, eV: -32809.8389
Relative energy (zero: lowest compared OMol25 entry of this formula, charge and spin), kcal/mol: 55.5